(1)
ORCA calculation (ωB97M-V/def2-TZVPD) on C7H4 in the gas phase at a distorted geometry.

Results
Multiplicity: 1
Lowest unoccupied orbital energy in hartree: 0.036
E_tot in eV: -7317.5252
SMILES: C#CC(C#C)C#C
Relative energy (zero: lowest compared OMol25 entry of this formula, charge and spin) in kcal/mol: 16.5

```
11
Properties=species:S:1:pos:R:3:mulliken_charge:R:1
C -2.18810 -1.33284 -0.27084 0.12
C -1.15771 -0.78875 0.07162 -0.90
C 0.01454 -0.06084 0.55272 0.70
C 1.25452 -0.63737 0.07835 -0.80
C 2.34010 -1.06186 -0.25999 0.07
C -0.08960 1.36827 0.16191 -0.88
C -0.18960 2.49928 -0.24586 0.18
H -3.02957 -1.94243 -0.51244 0.45
H 0.00133 -0.15494 1.64236 0.23
H 3.33111 -1.37222 -0.59238 0.41
H -0.28702 3.48369 -0.62544 0.43
```

***

(2)
ORCA calculation (ωB97M-V/def2-TZVPD) on C12H9Cl2N3O2ReS6Sb as an isolated structure.

Results
Multiplicity: 1
Lowest unoccupied orbital energy (spin up / spin down) in hartree: -0.319 / -0.319
E_tot in eV: -119864.1298
Charge: +2
Relative energy (zero: lowest compared OMol25 entry of this formula, charge and spin) in kcal/mol: 22.8

```
36
Properties=species:S:1:pos:R:3:mulliken_charge:R:1
Re -1.00945 0.55521 -0.84860 0.96
Cl -0.79260 2.72917 -0.06966 -0.13
C -1.44512 2.80922 1.58893 1.02
C -1.56353 4.04688 2.18054 -0.99
C -2.06337 4.05925 3.47439 -0.37
C -2.42554 2.87501 4.10809 -0.69
C -2.28997 1.65619 3.46606 0.26
Cl -2.75260 0.21251 4.27411 -0.17
C -1.78532 1.59685 2.15704 0.22
S -1.55384 0.06111 1.33425 -0.21
H -1.27982 4.95382 1.66846 0.46
H -2.17403 4.99960 3.99366 0.42
H -2.82003 2.89342 5.11331 0.45
S -2.94954 1.63635 -4.45732 -0.39
Sb -2.03145 1.47471 -6.42720 0.90
S -0.40420 1.31421 -2.87130 -0.06
S -0.10129 -0.30075 -4.03234 0.19
S 0.13119 0.40807 -5.91456 -0.24
N 4.95077 -3.16832 0.32913 -0.29
C 3.66528 -3.55741 0.35301 0.26
O 3.28690 -4.65683 0.67760 -0.57
C 2.60850 -2.52933 -0.04241 0.96
C 2.85340 -1.25814 -0.54246 -0.78
C 1.78980 -0.43167 -0.84274 -0.51
N 0.51228 -0.81745 -0.64551 -0.01
C 0.26581 -2.06608 -0.18423 -0.26
C 1.28509 -2.93480 0.11061 -0.77
H 5.64927 -3.85594 0.56571 0.26
H 5.26253 -2.26082 0.03978 0.14
H 3.84948 -0.88088 -0.72074 0.32
H 1.94538 0.55927 -1.24816 0.52
H -0.77165 -2.34150 -0.05820 0.59
H 1.07969 -3.93168 0.47643 0.53
O -3.19047 -2.35967 -2.93365 -0.37
S -3.44027 -1.03252 -2.45369 0.53
N -2.29130 -0.45703 -1.61832 -0.19
```

***

(3)
ORCA calculation (ωB97M-V/def2-TZVPD) on a 2-piece molecular cluster, C3H10O overall at a distorted geometry.

Results
Multiplicity: 1
Lowest unoccupied orbital energy in hartree: 0.034
E_tot in eV: -5319.5699
SMILES: CC.CO
Relative energy (zero: lowest compared OMol25 entry of this formula, charge and spin) in kcal/mol: 24.1

```
14
Properties=species:S:1:pos:R:3:mulliken_charge:R:1
C 1.58670 -0.30326 -0.94806 -0.63
C 2.24509 0.45335 -2.08760 -0.95
H 1.11412 0.37182 -0.24950 0.10
H 0.94146 -1.11700 -1.29399 0.31
H 2.32750 -0.79380 -0.32058 0.31
H 3.31531 0.66647 -1.96149 0.27
H 1.86698 1.44625 -2.23928 0.30
H 2.19721 -0.01866 -3.07583 0.28
C -1.55106 -0.44757 1.08395 -0.27
O -2.41387 0.28525 1.97353 -0.54
H -1.29890 -1.38288 1.59824 0.25
H -2.20634 -0.91118 0.34124 0.25
H -0.72050 0.18532 0.82926 0.01
H -1.88031 0.98946 2.34921 0.30
```

***

(4)
ORCA calculation (ωB97M-V/def2-TZVPD) on C18H15B3Cl3N3 in the gas phase at a distorted geometry.

Results
Multiplicity: 1
Lowest unoccupied orbital energy in hartree: -0.012
E_tot in eV: -62975.9682
SMILES: ClN1B(c2ccccc2)N(Cl)B(c2ccccc2)N(Cl)B1c1ccccc1
Relative energy (zero: lowest compared OMol25 entry of this formula, charge and spin) in kcal/mol: 75.1

```
42
Properties=species:S:1:pos:R:3:mulliken_charge:R:1
Cl -0.00221 2.59602 2.38909 -0.09
N -0.13485 1.17773 1.45027 -0.28
B -0.05046 -0.17302 1.99658 0.04
C 1.48559 -0.68715 2.20712 0.67
C 2.15956 -0.97089 1.05440 0.18
C 3.43896 -1.45965 1.20280 -0.57
C 4.03576 -1.67012 2.44603 -0.54
C 3.31468 -1.32084 3.56068 -0.50
C 2.10287 -0.73057 3.47883 -0.71
N -1.12404 -0.97607 1.52086 0.07
Cl -0.87024 -2.62136 2.04622 -0.20
B -1.28490 -0.88337 0.02930 0.44
C -2.39858 -1.68539 -0.70204 1.13
C -3.00521 -2.75336 0.00824 -0.45
C -4.14987 -3.34762 -0.39752 -0.81
C -4.77369 -2.96999 -1.59654 -0.38
C -4.19584 -1.99604 -2.32466 -0.68
C -2.98324 -1.38872 -1.91652 -0.42
N -0.74649 0.25891 -0.70339 -0.77
Cl -0.99717 0.42516 -2.37993 -0.19
B -0.19237 1.31886 0.06199 0.97
C 0.62595 2.43420 -0.69301 0.92
C 1.22555 2.06937 -1.88290 -0.34
C 1.80317 2.99366 -2.71822 -0.81
C 1.82784 4.30426 -2.34651 -0.32
C 1.14079 4.75848 -1.18391 -0.68
C 0.45735 3.79629 -0.39607 -0.81
H 1.79815 -0.73838 0.03302 0.08
H 3.96799 -1.80519 0.27896 0.28
H 5.04263 -2.01448 2.47720 0.42
H 3.85261 -1.32911 4.51338 0.32
H 1.55269 -0.26360 4.26887 0.42
H -2.61097 -2.89368 0.93312 0.35
H -4.40825 -4.26209 0.03882 0.36
H -5.68648 -3.43472 -1.96135 0.38
H -4.70171 -1.64109 -3.24018 0.33
H -2.57222 -0.59834 -2.52127 0.35
H 1.33751 1.00086 -2.02772 0.34
H 2.31523 2.64735 -3.59774 0.39
H 2.37655 4.98661 -2.95963 0.39
H 1.09967 5.82861 -0.94422 0.36
H -0.07232 4.01844 0.49755 0.34
```

***

(5)
ORCA calculation (ωB97M-V/def2-TZVPD) on C17H40GaO5 as an isolated structure at a distorted geometry.

Results
Multiplicity: 1
Lowest unoccupied orbital energy in hartree: 0.093
E_tot in eV: -80886.7089
Charge: -1

```
63
Properties=species:S:1:pos:R:3:mulliken_charge:R:1
O 0.50225 -1.28654 2.52456 -0.60
C -0.06680 -0.62701 1.48001 0.30
O -0.58901 0.72532 1.79000 -0.40
C -0.16696 -1.37837 0.02111 -0.07
C -0.47175 -0.31571 -1.23422 -0.43
C 0.75867 -0.27676 -2.31722 -0.62
Ga 1.85188 1.48068 -2.33874 0.37
O 3.03677 1.34452 -3.86396 -0.73
C 3.08797 1.75124 -0.69529 0.43
O 3.26905 0.45154 -0.01915 -0.20
O 4.15445 -0.17789 -0.76860 -0.42
H -1.08680 0.61636 2.67218 0.32
H -1.05280 -2.17160 0.11538 -0.03
H 0.80452 -1.99306 -0.26792 0.36
H -0.83218 0.73287 -0.85586 0.28
H -1.40863 -0.79411 -1.79869 0.21
H 1.50163 -1.17587 -2.21721 0.19
H 0.27080 -0.37799 -3.40071 0.29
H 0.91084 2.75320 -2.65621 -0.35
H 3.84659 0.80345 -3.56169 0.25
H 2.62255 2.58756 -0.02194 -0.65
H 4.17768 2.10278 -1.03220 0.24
H 3.96760 -1.15752 -0.66534 0.29
C 2.20614 8.23016 2.52906 -1.19
C 0.87007 7.73806 1.99551 -0.35
C 0.25520 6.62148 2.84484 -0.77
C 1.07976 5.33059 2.92097 -0.88
C 1.39301 4.67675 1.57249 -0.20
C 0.14883 4.23299 0.81879 -0.90
H 2.95984 7.43729 2.52531 0.29
H 2.58220 9.04664 1.90437 0.37
H 2.10350 8.60525 3.55098 0.29
H 0.98451 7.41102 0.95644 0.26
H 0.17050 8.58259 1.97560 0.36
H -0.74345 6.39410 2.45670 0.31
H 0.10224 6.99460 3.86579 0.40
H 0.53757 4.61123 3.54751 0.38
H 2.02341 5.53042 3.44151 0.35
H 2.02329 3.79838 1.75138 0.27
H 1.98271 5.35423 0.94503 0.25
H -0.43142 3.51941 1.41124 0.14
H 0.43268 3.74293 -0.11800 0.22
H -0.49584 5.07979 0.56743 0.34
C -1.10435 -4.81690 -2.47774 -1.23
C -1.51027 -5.04685 -1.03057 0.05
C -1.41934 -6.51520 -0.60417 -0.87
C -2.34273 -7.47398 -1.36588 -0.78
C -3.83385 -7.13314 -1.29968 -0.34
C -4.39678 -7.18044 0.11236 -1.18
H -1.76516 -5.34451 -3.17177 0.34
H -1.15707 -3.75012 -2.71753 0.33
H -0.07881 -5.15315 -2.65306 0.30
H -2.52180 -4.66097 -0.86434 0.29
H -0.84765 -4.45758 -0.38505 0.11
H -1.62813 -6.58311 0.46889 0.32
H -0.38444 -6.85867 -0.73053 0.41
H -2.19143 -8.48613 -0.97009 0.39
H -2.03863 -7.51470 -2.41814 0.31
H -4.38178 -7.85384 -1.91705 0.36
H -4.02232 -6.14745 -1.73939 0.25
H -4.25911 -8.17214 0.55332 0.29
H -5.46964 -6.96361 0.09585 0.37
H -3.91977 -6.44249 0.76332 0.29
```

***

(6)
ORCA calculation (ωB97M-V/def2-TZVPD) on a 2-piece molecular cluster, CH5S3 overall.

Results
Multiplicity: 1
Lowest unoccupied orbital energy in hartree: 0.130
E_tot in eV: -33625.1284
Charge: -1
Relative energy (zero: lowest compared OMol25 entry of this formula, charge and spin) in kcal/mol: 4.0

```
9
Properties=species:S:1:pos:R:3:mulliken_charge:R:1
S 0.85925 -0.67983 -2.15757 -0.43
H 0.51645 -1.93847 -2.46011 0.10
C -0.54190 1.16174 0.75083 -0.72
S -0.40962 -0.14625 2.00422 -0.16
S 0.50459 -1.73136 1.06761 -0.58
H -0.66022 0.75909 -0.25757 0.16
H 0.32521 1.80968 0.77604 0.25
H -1.43626 1.72508 0.99334 0.26
H 0.84250 -0.95968 -0.71680 0.10
```